1.
ORCA calculation (the ωB97M-V functional and the def2-TZVPD basis) on a 4-piece molecular cluster, C41H90F10N3O5Si6 overall.

Output
E	-133129.592	eV
gap between HOMO and LUMO	5.485	eV
LUMO level	-3.79	eV
maximum force	2.34	eV/Å
net charge	+1

Each atom is followed by the atoms it is bonded to, with distances in Å.
Geometry (Å):
1 C 8.147 3.188 -0.042  C2 1.533, H39 1.082, H40 1.072, H41 1.077
2 C 8.028 4.236 -1.154  C1 1.533, C3 1.517, H42 1.075, H43 1.080
3 C 6.915 5.245 -0.944  C2 1.517, O4 1.424, H44 1.081, H45 1.084
4 O 5.915 5.057 -1.940  C3 1.424, C5 1.402
5 C 4.623 5.485 -1.603  O4 1.402, N6 1.473, H46 1.071, H47 1.079
6 N 3.673 4.390 -1.342  C5 1.473, C7 1.385, C28 1.478
7 C 4.282 3.262 -0.819  N6 1.385, N8 1.282, N12 1.375
8 N 4.154 3.120 0.449  C7 1.282, C9 1.467, H48 1.011
9 C 4.609 2.050 1.343  N8 1.467, C10 1.502, F11 1.357, H49 1.079
10 C 3.990 0.702 1.104  C9 1.502, H50 1.073, H51 1.075, H52 1.076
11 F 4.277 2.530 2.568  C9 1.357
12 N 4.940 2.346 -1.606  C7 1.375, C13 1.474, H53 1.022
13 C 4.363 2.244 -2.958  N12 1.474, C14 1.547, O27 1.389, H54 1.086
14 C 5.371 1.631 -3.959  C13 1.547, F15 1.345, F16 1.347, C17 1.545
15 F 5.619 2.555 -4.904  C14 1.345
16 F 6.560 1.374 -3.381  C14 1.347
17 C 4.836 0.410 -4.738  C14 1.545, F18 1.341, F19 1.338, C20 1.548
18 F 3.818 0.848 -5.493  C17 1.341
19 F 5.812 0.000 -5.556  C17 1.338
20 C 4.366 -0.827 -3.935  C17 1.548, F21 1.341, F22 1.342, C23 1.544
21 F 4.298 -1.840 -4.811  C20 1.341
22 F 3.133 -0.648 -3.438  C20 1.342
23 C 5.293 -1.319 -2.802  C20 1.544, F24 1.335, F25 1.336, F26 1.336
24 F 6.538 -1.469 -3.262  C23 1.335
25 F 5.284 -0.479 -1.764  C23 1.336
26 F 4.849 -2.511 -2.395  C23 1.336
27 O 3.917 3.460 -3.460  C13 1.389, C28 1.410
28 C 2.952 3.939 -2.551  N6 1.478, O27 1.410, C29 1.500, H55 1.086
29 C 2.001 4.975 -3.073  C28 1.500, C30 1.538, H56 1.076, H57 1.073
30 C 0.625 4.686 -2.449  C29 1.538, C31 1.516, H58 1.078, H59 1.079
31 C -0.427 4.268 -3.458  C30 1.516, C32 1.535, C33 1.541, H60 1.080
32 C 0.040 3.211 -4.468  C31 1.535, H61 1.071, H62 1.079, H63 1.078
33 C -1.734 3.909 -2.726  C31 1.541, C34 1.520, H64 1.077, H65 1.081
34 C -2.013 2.423 -2.564  C33 1.520, C35 1.497, H66 1.083, H67 1.081
35 C -0.901 1.636 -1.944  C34 1.497, C36 1.386, H68 1.077
36 C -0.928 1.165 -0.641  C35 1.386, C37 1.486, C38 1.493
37 C -1.879 0.093 -0.249  C36 1.486, H69 1.074, H70 1.080, H71 1.084
38 C 0.030 1.723 0.360  C36 1.493, H72 1.076, H73 1.088, H74 1.080
39 H 7.621 2.289 -0.337  C1 1.082
40 H 9.164 2.884 0.105  C1 1.072
41 H 7.723 3.527 0.888  C1 1.077
42 H 8.987 4.712 -1.255  C2 1.075
43 H 7.828 3.720 -2.082  C2 1.080
44 H 7.315 6.247 -1.016  C3 1.081
45 H 6.515 5.135 0.057  C3 1.084
46 H 4.255 6.088 -2.407  C5 1.071
47 H 4.679 6.108 -0.723  C5 1.079
48 H 3.679 3.883 0.912  N8 1.011
49 H 5.684 1.966 1.321  C9 1.079
50 H 4.703 -0.045 1.396  C10 1.073
51 H 3.761 0.523 0.069  C10 1.075
52 H 3.087 0.613 1.682  C10 1.076
53 H 5.909 2.668 -1.639  N12 1.022
54 H 3.488 1.605 -2.887  C13 1.086
55 H 2.345 3.090 -2.251  C28 1.086
56 H 2.301 5.972 -2.804  C29 1.076
57 H 1.924 4.945 -4.143  C29 1.073
58 H 0.707 4.000 -1.621  C30 1.078
59 H 0.256 5.609 -2.029  C30 1.079
60 H -0.625 5.163 -4.029  C31 1.080
61 H -0.745 2.556 -4.786  C32 1.071
62 H 0.883 2.664 -4.075  C32 1.079
63 H 0.400 3.712 -5.351  C32 1.078
64 H -2.564 4.337 -3.262  C33 1.077
65 H -1.715 4.409 -1.768  C33 1.081
66 H -2.867 2.330 -1.903  C34 1.083
67 H -2.345 2.006 -3.505  C34 1.081
68 H -0.095 1.369 -2.606  C35 1.077
69 H -1.696 -0.826 -0.774  C37 1.074
70 H -1.790 -0.059 0.817  C37 1.080
71 H -2.912 0.383 -0.403  C37 1.084
72 H -0.333 2.707 0.601  C38 1.076
73 H 0.998 1.814 -0.129  C38 1.088
74 H 0.096 1.092 1.234  C38 1.080
75 O -5.982 -2.217 -2.205  Si76 1.649, Si80 1.650
76 Si -7.006 -1.661 -1.038  O75 1.649, C77 1.871, C78 1.869, C79 1.865
77 C -7.287 -2.976 0.263  Si76 1.871, H84 1.091, H85 1.091, H86 1.092
78 C -8.647 -1.221 -1.819  Si76 1.869, H87 1.092, H88 1.092, H89 1.091
79 C -6.338 -0.143 -0.186  Si76 1.865, H90 1.092, H91 1.093, H92 1.091
80 Si -5.957 -3.450 -3.302  O75 1.650, C81 1.865, C82 1.870, C83 1.871
81 C -4.416 -3.421 -4.352  Si80 1.865, H93 1.092, H94 1.091, H95 1.092
82 C -7.439 -3.305 -4.433  Si80 1.870, H96 1.091, H97 1.092, H98 1.092
83 C -6.025 -5.105 -2.431  Si80 1.871, H99 1.091, H100 1.093, H101 1.092
84 H -7.828 -3.830 -0.148  C77 1.091
85 H -7.875 -2.572 1.088  C77 1.091
86 H -6.338 -3.336 0.665  C77 1.092
87 H -8.508 -0.535 -2.657  C78 1.092
88 H -9.300 -0.740 -1.088  C78 1.092
89 H -9.158 -2.110 -2.192  C78 1.091
90 H -6.188 0.673 -0.896  C79 1.092
91 H -5.389 -0.335 0.320  C79 1.093
92 H -7.056 0.195 0.563  C79 1.091
93 H -4.332 -2.489 -4.915  C81 1.092
94 H -4.453 -4.245 -5.066  C81 1.091
95 H -3.515 -3.538 -3.746  C81 1.092
96 H -8.369 -3.472 -3.887  C82 1.091
97 H -7.381 -4.043 -5.235  C82 1.092
98 H -7.487 -2.312 -4.883  C82 1.092
99 H -6.979 -5.240 -1.920  C83 1.091
100 H -5.223 -5.180 -1.693  C83 1.093
101 H -5.907 -5.919 -3.149  C83 1.092
102 O -0.800 3.100 5.660  Si103 1.643, Si107 1.651
103 Si 0.740 3.365 6.170  O102 1.643, C104 1.869, C105 1.868, C106 1.868
104 C 1.295 1.999 7.317  Si103 1.869, H111 1.091, H112 1.092, H113 1.089
105 C 0.851 4.988 7.089  Si103 1.868, H114 1.092, H115 1.092, H116 1.091
106 C 1.907 3.432 4.713  Si103 1.868, H117 1.093, H118 1.093, H119 1.091
107 Si -2.311 2.926 6.302  O102 1.651, C108 1.864, C109 1.869, C110 1.868
108 C -3.577 2.646 4.963  Si107 1.864, H120 1.092, H121 1.091, H122 1.092
109 C -2.786 4.464 7.252  Si107 1.869, H123 1.091, H124 1.091, H125 1.092
110 C -2.348 1.464 7.463  Si107 1.868, H126 1.091, H127 1.092, H128 1.092
111 H 0.738 2.023 8.255  C104 1.091
112 H 2.355 2.109 7.555  C104 1.092
113 H 1.149 1.020 6.862  C104 1.089
114 H 0.434 5.803 6.494  C105 1.092
115 H 1.892 5.228 7.316  C105 1.092
116 H 0.303 4.944 8.031  C105 1.091
117 H 1.634 4.247 4.038  C106 1.093
118 H 1.905 2.498 4.146  C106 1.093
119 H 2.924 3.613 5.064  C106 1.091
120 H -3.618 3.485 4.266  C108 1.092
121 H -4.562 2.537 5.419  C108 1.091
122 H -3.366 1.738 4.394  C108 1.092
123 H -2.160 4.591 8.137  C109 1.091
124 H -3.825 4.403 7.580  C109 1.091
125 H -2.675 5.355 6.630  C109 1.092
126 H -1.730 1.641 8.345  C110 1.091
127 H -1.981 0.564 6.966  C110 1.092
128 H -3.368 1.275 7.801  C110 1.092
129 O -1.363 -7.660 1.163  Si130 1.641, Si134 1.644
130 Si -0.072 -7.093 2.002  O129 1.641, C131 1.876, C132 1.871, C133 1.861
131 C 0.203 -5.286 1.581  Si130 1.876, H138 1.092, H139 1.089, H140 1.092
132 C 1.469 -8.051 1.547  Si130 1.871, H141 1.091, H142 1.092, H143 1.091
133 C -0.334 -7.245 3.838  Si130 1.861, H144 1.091, H145 1.091, H146 1.092
134 Si -1.795 -7.825 -0.415  O129 1.644, C135 1.861, C136 1.871, C137 1.874
135 C -3.483 -8.586 -0.603  Si134 1.861, H147 1.091, H148 1.091, H149 1.092
136 C -0.568 -8.921 -1.304  Si134 1.871, H150 1.092, H151 1.092, H152 1.092
137 C -1.813 -6.143 -1.241  Si134 1.874, H153 1.092, H154 1.093, H155 1.092
138 H 0.516 -5.167 0.542  C131 1.092
139 H 0.981 -4.863 2.215  C131 1.089
140 H -0.711 -4.707 1.730  C131 1.092
141 H 1.309 -9.123 1.669  C132 1.091
142 H 2.304 -7.755 2.186  C132 1.092
143 H 1.758 -7.868 0.511  C132 1.091
144 H -0.469 -8.286 4.135  C133 1.091
145 H -1.206 -6.680 4.171  C133 1.091
146 H 0.541 -6.858 4.364  C133 1.092
147 H -3.524 -9.583 -0.162  C135 1.091
148 H -3.721 -8.675 -1.664  C135 1.091
149 H -4.255 -7.973 -0.134  C135 1.092
150 H 0.416 -8.452 -1.360  C136 1.092
151 H -0.904 -9.123 -2.323  C136 1.092
152 H -0.456 -9.875 -0.785  C136 1.092
153 H -0.808 -5.721 -1.296  C137 1.092
154 H -2.448 -5.450 -0.686  C137 1.093
155 H -2.201 -6.224 -2.259  C137 1.092

2.
ORCA calculation (the ωB97M-V functional and the def2-TZVPD basis) on a 7-piece molecular cluster, C41H91N6O6 overall.

Output
⟨S²⟩	0.751
E	-65190.461	eV
2S+1	2
gap between HOMO and LUMO (alpha / beta)	2.116 / 5.280	eV
LUMO level (alpha / beta)	-3.93 / -4.04	eV
maximum force	7.33	eV/Å
net charge	+2

Each atom is followed by the atoms it is bonded to, with distances in Å.
Geometry (Å):
1 N 0.204 -0.804 -0.333  O2 1.222, O3 1.222, O4 1.248
2 O -0.725 -0.760 -1.125  N1 1.222
3 O 0.143 -1.468 0.691  N1 1.222
4 O 1.103 0.052 -0.467  N1 1.248
5 C 0.496 2.519 3.304  C6 1.592, H14 1.090, H15 1.090, H16 1.090
6 C -0.102 1.043 3.314  C5 1.592, C7 1.572, H17 1.090, H18 1.090
7 C -0.813 0.589 4.639  C6 1.572, N8 1.542, H19 1.090, H20 1.090
8 N -1.522 -0.771 4.473  C7 1.542, C9 1.542, C10 1.594, C13 1.542
9 C -0.455 -1.857 4.231  N8 1.542, H21 1.090, H22 1.090, H23 1.090
10 C -2.620 -0.893 3.323  N8 1.594, C11 1.573, H24 1.090, H25 1.090
11 C -3.814 -1.582 4.080  C10 1.573, C12 1.534, H26 1.090, H27 1.090
12 C -3.283 -2.006 5.456  C11 1.534, C13 1.497, H28 1.090, H29 1.090
13 C -2.251 -0.983 5.815  N8 1.542, C12 1.497, H30 1.090, H31 1.090
14 H 1.050 2.753 2.395  C5 1.090
15 H 1.349 2.576 3.981  C5 1.090
16 H -0.424 3.084 3.450  C5 1.090
17 H 0.729 0.397 3.030  C6 1.090
18 H -0.814 0.994 2.490  C6 1.090
19 H -1.474 1.411 4.915  C7 1.090
20 H -0.138 0.465 5.485  C7 1.090
21 H 0.141 -2.057 5.121  C9 1.090
22 H -0.059 -1.531 3.269  C9 1.090
23 H -1.051 -2.715 3.919  C9 1.090
24 H -2.355 -1.531 2.480  C10 1.090
25 H -2.764 0.098 2.892  C10 1.090
26 H -4.193 -2.300 3.352  C11 1.090
27 H -4.570 -0.803 4.182  C11 1.090
28 H -2.828 -2.996 5.432  C12 1.090
29 H -4.165 -2.010 6.097  C12 1.090
30 H -1.481 -1.331 6.504  C13 1.090
31 H -2.767 -0.103 6.200  C13 1.090
32 C 9.139 -2.110 3.693  C33 1.530, H41 1.090, H42 1.090, H43 1.090
33 C 8.073 -1.258 3.001  C32 1.530, C34 1.630, H44 1.090, H45 1.090
34 C 6.555 -1.672 3.429  C33 1.630, N35 1.587, H46 1.090, H47 1.090
35 N 5.481 -0.905 2.548  C34 1.587, C36 1.501, C37 1.566, C40 1.555
36 C 5.842 0.550 2.484  N35 1.501, H48 1.090, H49 1.090, H50 1.090
37 C 5.287 -1.485 1.106  N35 1.566, C38 1.513, H51 1.090, H52 1.090
38 C 3.976 -0.915 0.608  C37 1.513, C39 1.569, H53 1.090, H54 1.090
39 C 3.133 -0.833 1.929  C38 1.569, C40 1.467, H55 1.090, H56 1.090
40 C 4.024 -1.025 3.079  N35 1.555, C39 1.467, H57 1.090, H58 1.090
41 H 9.419 -3.003 3.133  C32 1.090
42 H 8.895 -2.330 4.732  C32 1.090
43 H 10.094 -1.597 3.805  C32 1.090
44 H 8.327 -1.362 1.946  C33 1.090
45 H 8.301 -0.192 3.022  C33 1.090
46 H 6.330 -1.330 4.440  C34 1.090
47 H 6.304 -2.715 3.238  C34 1.090
48 H 6.823 0.639 2.017  C36 1.090
49 H 5.850 0.860 3.529  C36 1.090
50 H 5.147 1.072 1.827  C36 1.090
51 H 6.105 -1.384 0.393  C37 1.090
52 H 5.200 -2.555 1.291  C37 1.090
53 H 4.120 0.077 0.181  C38 1.090
54 H 3.436 -1.492 -0.143  C38 1.090
55 H 2.591 0.112 1.941  C39 1.090
56 H 2.433 -1.663 1.835  C39 1.090
57 H 3.683 -0.379 3.887  C40 1.090
58 H 3.874 -2.054 3.405  C40 1.090
59 C 1.062 4.878 0.534  C60 1.538, H68 1.090, H69 1.090, H70 1.090
60 C 0.199 3.954 -0.342  C59 1.538, C61 1.566, H71 1.090, H72 1.090
61 C -1.304 4.381 -0.431  C60 1.566, N62 1.534, H73 1.090, H74 1.090
62 N -2.140 3.169 -0.860  C61 1.534, C63 1.544, C64 1.535, C67 1.603
63 C -2.453 2.201 0.301  N62 1.544, H75 1.090, H76 1.090, H77 1.090
64 C -1.694 2.489 -2.163  N62 1.535, C65 1.509, H78 1.090, H79 1.090
65 C -2.979 1.967 -2.757  C64 1.509, C66 1.522, H80 1.090, H81 1.090
66 C -4.087 2.880 -2.252  C65 1.522, C67 1.439, H82 1.090, H83 1.090
67 C -3.570 3.777 -1.252  N62 1.603, C66 1.439, H84 1.090, H85 1.090
68 H 2.142 4.738 0.510  C59 1.090
69 H 0.778 4.805 1.583  C59 1.090
70 H 0.778 5.856 0.143  C59 1.090
71 H 0.325 2.937 0.031  C60 1.090
72 H 0.654 3.873 -1.330  C60 1.090
73 H -1.217 5.114 -1.233  C61 1.090
74 H -1.794 4.740 0.475  C61 1.090
75 H -1.582 1.751 0.776  C63 1.090
76 H -2.922 1.318 -0.133  C63 1.090
77 H -2.950 2.806 1.059  C63 1.090
78 H -0.915 1.737 -2.030  C64 1.090
79 H -1.319 3.225 -2.873  C64 1.090
80 H -3.218 0.923 -2.550  C65 1.090
81 H -2.830 2.060 -3.832  C65 1.090
82 H -4.820 2.275 -1.718  C66 1.090
83 H -4.574 3.393 -3.081  C66 1.090
84 H -4.167 3.638 -0.351  C67 1.090
85 H -3.634 4.738 -1.762  C67 1.090
86 C 5.783 3.732 -5.130  C87 1.513, H95 1.090, H96 1.090, H97 1.090
87 C 5.346 2.290 -5.272  C86 1.513, C88 1.458, H98 1.090, H99 1.090
88 C 4.073 2.246 -5.982  C87 1.458, N89 1.589, H100 1.090, H101 1.090
89 N 3.102 1.004 -5.780  C88 1.589, C90 1.528, C91 1.575, C94 1.554
90 C 3.664 -0.040 -6.744  N89 1.528, H102 1.090, H103 1.090, H104 1.090
91 C 1.620 1.367 -6.167  N89 1.575, C92 1.494, H105 1.090, H106 1.090
92 C 0.641 0.574 -5.364  C91 1.494, C93 1.478, H107 1.090, H108 1.090
93 C 1.389 0.089 -4.186  C92 1.478, C94 1.534, H109 1.090, H110 1.090
94 C 2.857 0.512 -4.327  N89 1.554, C93 1.534, H111 1.090, H112 1.090
95 H 6.095 4.351 -5.971  C86 1.090
96 H 6.691 3.760 -4.527  C86 1.090
97 H 5.046 4.356 -4.625  C86 1.090
98 H 5.178 1.974 -4.243  C87 1.090
99 H 5.993 1.725 -5.944  C87 1.090
100 H 4.362 2.413 -7.019  C88 1.090
101 H 3.431 3.078 -5.695  C88 1.090
102 H 2.989 -0.889 -6.644  C90 1.090
103 H 4.609 -0.442 -6.378  C90 1.090
104 H 3.601 0.282 -7.784  C90 1.090
105 H 1.497 1.245 -7.243  C91 1.090
106 H 1.415 2.366 -5.784  C91 1.090
107 H 0.170 -0.200 -5.970  C92 1.090
108 H -0.121 1.205 -4.907  C92 1.090
109 H 1.287 -0.966 -3.931  C93 1.090
110 H 1.044 0.692 -3.346  C93 1.090
111 H 3.539 -0.271 -3.994  C94 1.090
112 H 2.960 1.428 -3.745  C94 1.090
113 C -9.256 -1.712 0.571  C114 1.615, H122 1.090, H123 1.090, H124 1.090
114 C -7.993 -1.868 -0.425  C113 1.615, C115 1.512, H125 1.090, H126 1.090
115 C -6.668 -2.099 0.265  C114 1.512, N116 1.549, H127 1.090, H128 1.090
116 N -5.445 -2.096 -0.686  C115 1.549, C117 1.575, C118 1.581, C121 1.574
117 C -5.263 -0.904 -1.699  N116 1.575, H129 1.090, H130 1.090, H131 1.090
118 C -4.117 -2.127 0.171  N116 1.581, C119 1.562, H132 1.090, H133 1.090
119 C -3.136 -3.001 -0.673  C118 1.562, C120 1.486, H134 1.090, H135 1.090
120 C -4.047 -3.985 -1.313  C119 1.486, C121 1.501, H136 1.090, H137 1.090
121 C -5.464 -3.498 -1.401  N116 1.574, C120 1.501, H138 1.090, H139 1.090
122 H -8.963 -0.849 1.170  C113 1.090
123 H -9.448 -2.602 1.169  C113 1.090
124 H -10.071 -1.550 -0.134  C113 1.090
125 H -8.000 -1.026 -1.117  C114 1.090
126 H -8.254 -2.737 -1.029  C114 1.090
127 H -6.882 -3.017 0.813  C115 1.090
128 H -6.659 -1.295 1.001  C115 1.090
129 H -4.519 -1.136 -2.461  C117 1.090
130 H -4.943 0.027 -1.231  C117 1.090
131 H -6.132 -0.817 -2.352  C117 1.090
132 H -3.763 -1.111 0.346  C118 1.090
133 H -4.244 -2.486 1.192  C118 1.090
134 H -2.729 -2.386 -1.475  C119 1.090
135 H -2.279 -3.389 -0.122  C119 1.090
136 H -3.658 -4.110 -2.323  C120 1.090
137 H -4.153 -4.912 -0.748  C120 1.090
138 H -5.675 -3.237 -2.438  C121 1.090
139 H -6.060 -4.250 -0.885  C121 1.090
140 O 0.594 -4.429 1.372  C141 1.285, H144 0.960
141 C -0.350 -5.096 1.932  O140 1.285, O142 1.255, O143 1.201
142 O -0.287 -6.336 2.115  C141 1.255
143 O -1.291 -4.408 2.225  C141 1.201
144 H 0.137 -3.590 1.461  O140 0.960

The highest E belongs to which entry?
C41H91N6O6